# C22H38Br10F9FeO6

A molecular structure, C22H38Br10F9FeO6 (ωB97M-V/def2-TZVPD, the Open Molecules 2025 dataset).

Geometry (Å):
Br  4.09  1.09  -1.16
Br  -2.78  5.34  -2.45
Br  0.96  3.03  5.59
Br  -5.23  3.81  1.62
Br  -3.06  0.99  4.26
Br  -4.65  1.93  -2.45
Br  2.12  0.81  2.76
Br  -2.86  5.31  3.46
Br  4.99  4.32  1.60
Br  7.34  2.70  -4.10
Fe  -0.66  -1.93  -2.48
F  -4.41  -2.97  1.96
F  2.21  -5.30  -4.52
F  -3.23  -1.21  1.28
F  -3.09  -1.95  3.29
F  0.14  -5.05  -5.04
F  -1.80  2.10  -1.06
F  0.76  -6.55  -3.57
F  -0.63  1.62  0.69
F  -2.15  0.22  -0.08
O  -0.40  -4.13  -2.22
O  1.07  -2.86  -3.28
O  -0.58  0.15  -2.62
O  -1.93  -4.48  2.32
O  -2.17  -3.73  0.29
O  0.18  -0.85  -0.93
C  2.78  2.45  1.90
C  -3.70  4.28  -3.85
C  -1.70  -4.48  3.73
C  2.24  -2.49  -4.01
C  -2.01  -3.26  1.57
C  -0.94  2.58  5.50
C  0.97  -0.97  0.27
C  5.88  2.60  -2.73
C  -3.45  4.19  0.85
C  -0.13  0.48  -1.36
C  2.34  -1.00  -4.04
C  0.96  -5.29  -3.98
C  0.82  -4.22  -2.86
C  -3.42  2.78  -3.69
C  -3.03  -4.85  4.38
C  -1.21  1.10  -0.42
C  -3.22  -2.35  2.00
C  4.20  2.68  2.32
C  5.36  1.18  -2.65
C  -1.15  1.46  4.54
C  1.39  -2.43  0.36
C  -2.39  4.15  1.93
H  -1.08  -2.71  1.80
H  4.85  0.78  -3.52
H  -1.43  -3.52  4.19
H  1.91  -2.71  1.27
H  0.37  -0.76  1.15
H  -3.64  2.34  -4.66
H  2.59  -0.62  -3.05
H  3.09  -0.60  -4.73
H  4.79  1.80  2.06
H  -1.44  4.53  1.56
H  -3.47  -5.77  4.00
H  1.34  -0.66  -4.31
H  -1.50  3.48  5.27
H  -3.80  -4.13  4.11
H  -3.33  4.55  -4.83
H  -3.37  3.57  -0.04
H  -3.52  5.16  0.36
H  -0.68  0.54  4.89
H  -0.72  1.61  3.55
H  -4.77  4.43  -3.77
H  -2.37  2.60  -3.48
H  -2.30  3.11  2.25
H  -0.91  -5.21  3.91
H  6.26  2.97  -1.79
H  0.76  1.11  -1.30
H  2.67  2.40  0.81
H  2.14  -2.73  -0.39
H  1.92  -0.44  0.22
H  0.53  -3.06  0.11
H  1.56  -4.28  -2.05
H  5.11  3.28  -3.09
H  -1.32  2.31  6.49
H  2.15  -2.92  -5.02
H  6.21  0.56  -2.37
H  3.15  -2.95  -3.61
H  4.21  2.70  3.41
H  -2.92  -4.97  5.46
H  2.12  3.25  2.23

Maximum force ... 4.12 eV Å⁻¹
Multiplicity ... 5
Net charge ... -1
Highest occupied orbital energy (alpha / beta) ... -3.92 / -3.90 eV
LUMO level (alpha / beta) ... 0.056 / 0.056 Eh
Kohn-Sham gap (alpha / beta) ... 5.455 / 5.440 eV
M ... 1424.4 Da
E ... -794985.035 eV

Atomic partial charges in e from the Mulliken method, atoms 1 to 5: Br -0.061; Br -0.185; Br -0.200; Br -0.144; Br -0.108